*i*
A structure of composition C26H45ClGdNPS, computed with wB97M-V/def2-TZVPD.

Geometry (Å):
Gd (-1.36806, 1.26955, 2.54193)
P (-0.53741, -2.40323, 0.34553)
Cl (-0.00632, -0.29585, 3.87032)
C (0.18362, -1.20145, -0.99250)
H (-0.32683, -0.32612, -0.60277)
H (1.27146, -1.04948, -0.82878)
C (-2.03494, -1.87434, 1.31034)
C (0.65969, -3.03796, 1.68000)
C (-2.98650, -3.02309, 1.67410)
H (-1.61151, -1.46347, 2.25678)
C (-4.12104, -2.57291, 2.61152)
H (-3.45689, -3.44570, 0.77920)
H (-2.45963, -3.87973, 2.12044)
C (-4.86259, -1.33333, 2.11010)
H (-4.81361, -3.40965, 2.75804)
H (-3.70374, -2.38407, 3.61236)
C (-3.92177, -0.22757, 1.64274)
H (-5.54140, -1.64249, 1.30226)
H (-5.52169, -0.98772, 2.90655)
C (-2.86194, -0.74809, 0.66407)
H (-4.50872, 0.54330, 1.14480)
H (-3.50492, 0.22120, 2.56527)
H (-3.40159, -1.20837, -0.17367)
H (-2.29408, 0.06422, 0.19821)
C (-0.96795, -3.69040, -0.87769)
C (1.87361, -3.69492, 1.00821)
H (0.95020, -2.12017, 2.21926)
C (2.92466, -4.15198, 2.03379)
H (1.52952, -4.55860, 0.41548)
H (2.31457, -2.96966, 0.29990)
C (2.33435, -5.02302, 3.14904)
H (3.69908, -4.69883, 1.47960)
H (3.38698, -3.25802, 2.45544)
C (1.08424, -4.39922, 3.78359)
H (2.10473, -6.01879, 2.74669)
H (3.11326, -5.17260, 3.91109)
C (0.04036, -3.95136, 2.75782)
H (0.66050, -5.13438, 4.48314)
H (1.39175, -3.54148, 4.39228)
H (-0.40708, -4.84086, 2.29905)
H (-0.75267, -3.43437, 3.31248)
C (-2.10004, -3.09518, -1.72531)
H (-0.05848, -3.78983, -1.50880)
C (-2.23148, -3.94653, -2.96702)
H (-3.04421, -3.07198, -1.14411)
H (-1.86666, -2.04885, -1.99076)
C (-2.40446, -5.42447, -2.62145)
H (-3.07707, -3.57894, -3.54075)
H (-1.33436, -3.80858, -3.57908)
C (-1.35725, -5.95088, -1.60918)
H (-3.40982, -5.58507, -2.20881)
H (-2.33963, -6.01312, -3.54796)
C (-1.24674, -5.09146, -0.36150)
H (-1.61018, -6.97395, -1.32134)
H (-0.38180, -5.98178, -2.11961)
H (-2.16869, -5.11063, 0.23338)
H (-0.41906, -5.44291, 0.25981)
C (-1.06396, 0.41768, -2.88048)
C (0.10671, -0.42924, -2.72437)
H (-2.03336, -0.07808, -2.76130)
C (1.30807, 0.25546, -3.50027)
H (0.07616, -1.49957, -2.93466)
C (1.43880, 1.76395, -3.39682)
H (2.19129, -0.20180, -3.04403)
H (1.38951, 0.03309, -4.59390)
C (0.12608, 2.49966, -3.77474)
H (1.70424, 2.06492, -2.38374)
H (2.24115, 2.17073, -4.03916)
C (-1.08602, 1.88527, -3.06843)
H (0.21390, 3.56833, -3.55073)
H (-0.03033, 2.39123, -4.85678)
H (-1.13352, 2.33193, -2.03777)
H (-2.01958, 2.25231, -3.53160)
S (1.29429, 3.94306, -0.52796)
C (0.52788, 2.83812, 0.31488)
N (-0.09401, 2.09520, 1.04233)

## Properties
Frontier orbital gap (spin up / spin down) = 3.24 / 5.24 eV
LUMO energy (spin up / spin down) = 2.37 / 2.36 eV
2S+1 = 8
HOMO (spin up / spin down) = -0.9 / -2.9 eV
Charge = -1
Expectation value of S² = 16.2761

***

*ii*
A structure of composition C26H45ClGdNPS, computed with wB97M-V/def2-TZVPD.

Geometry (Å):
Gd (3.01625, 1.84603, 0.93993)
P (-0.21931, 0.26913, -2.41488)
Cl (2.21069, 3.64092, -0.54591)
C (-0.97430, -0.52900, -0.91543)
H (-0.31879, -0.22851, -0.07303)
H (-1.92462, 0.01317, -0.75216)
C (1.61499, 0.54280, -2.31422)
C (-0.97411, 1.95906, -2.38047)
C (2.35369, 0.22604, -3.62406)
H (1.68568, 1.63812, -2.16550)
C (3.84228, 0.58913, -3.55278)
H (2.27228, -0.84980, -3.84084)
H (1.89267, 0.75744, -4.47424)
C (4.53130, -0.04189, -2.34263)
H (4.32642, 0.26265, -4.48167)
H (3.93638, 1.68354, -3.51016)
C (3.78673, 0.37279, -1.05496)
H (4.54186, -1.13554, -2.42488)
H (5.57313, 0.29222, -2.28677)
C (2.31465, -0.07993, -1.08043)
H (4.30425, -0.03104, -0.16515)
H (3.83337, 1.50409, -1.07704)
H (2.24013, -1.17351, -1.12723)
H (1.74137, 0.19195, -0.14325)
C (-0.81907, -0.66661, -3.88976)
C (-2.49265, 1.93783, -2.62671)
H (-0.79414, 2.26052, -1.33118)
C (-3.10481, 3.32503, -2.38207)
H (-2.70083, 1.62463, -3.66191)
H (-2.99086, 1.20777, -1.97456)
C (-2.40416, 4.44011, -3.16606)
H (-4.16914, 3.29725, -2.64020)
H (-3.03816, 3.54798, -1.30897)
C (-0.87809, 4.39999, -3.03045)
H (-2.67300, 4.36128, -4.22789)
H (-2.77100, 5.41353, -2.82167)
C (-0.28416, 3.00374, -3.27846)
H (-0.41895, 5.11190, -3.72689)
H (-0.59252, 4.71441, -2.01650)
H (-0.40336, 2.73012, -4.33764)
H (0.79376, 3.05022, -3.07477)
C (-0.13401, -2.02950, -4.10167)
H (-1.87672, -0.86081, -3.62297)
C (-0.91218, -2.85664, -5.13030)
H (0.88636, -1.87302, -4.47538)
H (-0.04660, -2.59151, -3.16424)
C (-1.06791, -2.11760, -6.46570)
H (-0.39741, -3.81196, -5.28627)
H (-1.90675, -3.08416, -4.72186)
C (-1.57234, -0.67811, -6.29854)
H (-0.09844, -2.10047, -6.98161)
H (-1.75843, -2.67186, -7.11099)
C (-0.81918, 0.11282, -5.21619)
H (-1.49582, -0.13914, -7.25004)
H (-2.63728, -0.70401, -6.02699)
H (0.21897, 0.29088, -5.53955)
H (-1.28676, 1.10032, -5.10007)
C (0.26158, -2.74411, -0.62704)
C (-1.17907, -1.94816, -0.92515)
H (0.95766, -2.85168, -1.46373)
C (-2.18811, -2.42443, 0.12772)
H (-1.53286, -2.30528, -1.90230)
C (-1.64815, -2.28477, 1.54787)
H (-3.12329, -1.85652, 0.03033)
H (-2.41556, -3.47838, -0.07448)
C (-0.42221, -3.16090, 1.79473)
H (-1.38262, -1.23521, 1.75020)
H (-2.43259, -2.53935, 2.27258)
C (0.69842, -2.93788, 0.73494)
H (-0.02706, -2.96026, 2.79882)
H (-0.72329, -4.21737, 1.76051)
H (1.30375, -2.06247, 1.05909)
H (1.38578, -3.80219, 0.76364)
S (-0.48870, -0.06550, 3.85030)
C (0.57787, 0.47831, 2.83428)
N (1.41729, 0.93126, 2.07982)

## Properties
Frontier orbital gap (spin up / spin down) = 3.79 / 2.67 eV
LUMO energy (spin up / spin down) = 2.06 / 2.07 eV
2S+1 = 8
HOMO (spin up / spin down) = -1.7 / -0.6 eV
Charge = -1
Expectation value of S² = 16.3638

***

Most stable of them? *ii*.